Computed, not measured: C68H76AgGe2N2O4S5 as an isolated structure, with ωB97M-V/def2-TZVPD.

```
158
Properties=species:S:1:pos:R:3:forces:R:3
Ag -0.28382 0.40904 -0.51490 0.13 0.60 -0.17
C 3.90792 -0.60932 -2.91286 0.08 0.00 0.01
N 2.55078 -1.12703 -2.85376 0.01 0.10 -0.03
C 1.73768 -0.97876 -4.04875 -0.07 0.00 -0.02
C 1.91578 -1.25386 -1.67408 0.13 0.01 -0.01
O 0.71637 -1.50514 -1.59568 -0.15 -0.20 0.16
C 2.76492 -1.07368 -0.41875 0.11 -0.11 0.10
O 2.03248 -1.36220 0.74032 -0.11 0.00 0.02
C 1.84978 -2.73337 0.95038 0.07 -0.03 0.02
C 0.45824 -3.03458 1.48909 0.02 -0.18 -0.03
O -0.41508 -2.19713 1.54164 -0.12 0.23 -0.02
N 0.27620 -4.32756 1.88663 0.00 -0.04 -0.02
C 1.30430 -5.34417 1.79881 0.04 0.03 -0.02
C -1.02689 -4.75990 2.35438 -0.02 0.07 0.07
H 4.01458 0.28125 -2.29417 0.05 0.11 0.02
H 4.63725 -1.36336 -2.60894 0.02 0.00 0.01
H 4.11862 -0.32463 -3.94066 0.02 -0.02 -0.01
H 1.55926 0.08219 -4.24455 -0.02 0.01 -0.03
H 2.25112 -1.43561 -4.89462 0.00 0.01 -0.03
H 0.78189 -1.46840 -3.88773 0.03 0.00 -0.03
H 3.67149 -1.69068 -0.48038 0.02 0.01 -0.01
H 3.06466 -0.02656 -0.34927 0.04 0.01 -0.02
H 1.96598 -3.29951 0.01833 0.00 0.00 0.00
H 2.60433 -3.09860 1.66061 0.01 -0.03 -0.05
H 1.75048 -5.40385 0.80437 0.01 0.01 -0.02
H 2.10265 -5.18958 2.52991 0.02 -0.02 0.00
H 0.84255 -6.30764 2.00782 0.03 0.02 -0.02
H -1.65651 -3.89562 2.53946 0.02 -0.09 0.00
H -1.50332 -5.41050 1.61595 -0.05 0.00 -0.01
H -0.91951 -5.30729 3.29295 0.00 -0.02 0.01
C 5.31427 0.44762 2.20865 0.00 0.01 0.00
C 4.92720 1.65123 1.39259 -0.01 0.01 -0.01
C 5.48458 1.87778 0.13954 -0.03 -0.07 -0.04
C 5.10229 2.95888 -0.63890 0.00 0.00 0.00
C 5.66084 3.12767 -2.02548 0.00 -0.07 0.02
C 4.14355 3.85122 -0.14815 -0.04 -0.03 0.05
C 3.61435 3.67529 1.12899 -0.03 -0.03 0.06
C 2.59761 4.61809 1.71204 0.07 -0.06 0.03
C 4.00333 2.56485 1.87202 0.03 0.03 -0.03
C 3.81314 5.04672 -0.98238 -0.06 0.00 0.01
C 4.82252 6.00708 -0.97558 0.02 0.05 -0.02
C 4.73510 7.15024 -1.74199 0.06 0.05 0.02
C 3.60420 7.34364 -2.50422 -0.01 0.01 -0.06
C 2.55206 6.42626 -2.48986 0.01 -0.04 0.06
C 2.63545 5.24063 -1.73981 -0.06 0.03 0.03
Ge 1.12204 3.91432 -1.58267 -0.06 0.16 0.02
S 1.84624 1.91929 -1.33535 0.00 -0.24 0.04
S -0.28111 4.74990 0.00232 -0.08 -0.10 -0.14
Ge -1.85028 3.74989 -1.26972 0.07 -0.02 0.00
S -2.33357 1.77762 -0.51747 -0.12 0.06 -0.01
S -0.55107 3.85677 -3.12358 0.17 0.05 0.04
C -3.57301 4.74455 -1.46482 0.11 -0.04 -0.04
C -3.99396 5.69391 -0.52219 0.05 0.12 -0.05
C -5.23130 6.32041 -0.66043 -0.03 0.00 0.03
C -6.05188 6.04923 -1.73792 -0.02 0.02 -0.01
C -5.64252 5.12055 -2.67767 -0.03 -0.02 0.03
C -4.43256 4.44708 -2.53874 -0.07 -0.07 0.06
C -4.15738 3.37048 -3.53910 0.04 0.04 -0.01
C -4.69877 2.09887 -3.33845 -0.04 -0.05 -0.05
C -5.59795 1.82328 -2.16998 0.03 -0.06 0.07
C -4.44626 1.10391 -4.27497 0.00 0.01 0.02
C -3.69498 1.34902 -5.41446 -0.01 0.00 -0.03
C -3.38623 0.24654 -6.39006 0.00 0.01 0.01
C -3.23313 2.63880 -5.63236 0.01 -0.02 -0.01
C -3.46872 3.65670 -4.71850 0.06 -0.02 0.02
C -3.01382 5.05397 -5.01103 0.03 0.14 -0.04
C -3.13790 6.15715 0.61166 -0.05 0.05 0.03
C -2.46302 7.37514 0.47124 -0.05 0.03 0.02
C -2.61802 8.19963 -0.77817 -0.04 0.02 0.04
C -1.65182 7.82585 1.50201 -0.01 -0.02 0.04
C -1.50593 7.10123 2.67772 0.01 0.02 0.01
C -0.56868 7.56300 3.76005 0.00 -0.01 -0.01
C -2.23233 5.93040 2.82239 -0.01 -0.01 0.00
C -3.05623 5.44791 1.81106 0.01 0.06 0.00
C -3.83661 4.18468 2.03356 0.03 0.01 -0.03
C 1.37906 6.90060 -3.28300 -0.11 -0.06 0.02
C 0.51540 7.83333 -2.70642 0.00 -0.02 0.03
C 0.59741 8.17725 -1.24355 0.04 -0.04 -0.03
C -0.43903 8.45457 -3.50769 0.08 0.06 -0.05
C -0.52901 8.19380 -4.86478 -0.07 -0.07 0.00
C -1.49840 8.94914 -5.73454 0.01 0.00 0.03
C 0.32161 7.23821 -5.41079 -0.09 -0.01 -0.03
C 1.26949 6.58331 -4.64003 -0.03 -0.02 0.04
C 2.16178 5.54110 -5.25357 0.00 -0.02 0.01
H 6.01913 -0.18223 1.66541 0.02 -0.02 0.00
H 4.43638 -0.15327 2.45059 -0.04 -0.03 0.00
H 5.78186 0.74213 3.15001 0.01 -0.01 0.02
H 6.22368 1.18293 -0.24756 0.01 -0.03 -0.02
H 6.42419 2.37653 -2.22832 0.01 -0.04 -0.01
H 6.10036 4.11482 -2.17226 0.00 -0.04 -0.04
H 4.85659 3.01593 -2.75687 -0.01 0.02 -0.06
H 2.58335 5.57667 1.19642 0.00 0.05 -0.01
H 2.80205 4.79521 2.76932 0.01 0.00 0.02
H 1.59651 4.19089 1.63146 0.05 -0.01 0.06
H 3.55913 2.40883 2.84943 -0.02 0.00 0.03
H 5.69660 5.82712 -0.36062 0.01 -0.01 0.01
H 5.53188 7.88355 -1.73699 0.02 0.01 0.00
H 3.49732 8.23624 -3.10932 -0.01 0.02 -0.01
H -5.53504 7.04119 0.08984 0.01 0.02 0.01
H -7.00348 6.55492 -1.84397 -0.02 0.01 0.00
H -6.27625 4.88133 -3.52396 -0.01 -0.01 -0.02
H -5.10132 2.07751 -1.23545 0.03 0.01 0.11
H -5.87364 0.76987 -2.13407 0.00 -0.03 0.02
H -6.51137 2.41839 -2.24012 -0.02 0.00 0.02
H -4.85830 0.11469 -4.10904 -0.01 -0.05 0.00
H -4.07474 -0.58944 -6.26785 0.00 -0.02 -0.01
H -2.37277 -0.12945 -6.23604 0.02 -0.02 0.00
H -3.45377 0.60021 -7.41960 0.00 0.00 -0.02
H -2.66604 2.85831 -6.53032 0.01 0.02 -0.03
H -2.40640 5.07054 -5.91378 0.06 0.06 -0.06
H -2.41159 5.45462 -4.19695 0.00 0.07 -0.01
H -3.86951 5.71871 -5.15153 -0.03 0.03 -0.02
H -2.50103 7.58972 -1.67519 0.05 0.00 -0.02
H -1.87976 8.99985 -0.80175 -0.11 -0.03 0.02
H -3.61125 8.65180 -0.82522 -0.03 -0.02 -0.02
H -1.10529 8.75449 1.37677 0.00 0.03 0.00
H -0.34159 8.62445 3.65846 0.00 0.01 0.01
H 0.37412 7.01387 3.70814 0.02 0.00 0.00
H -0.99410 7.39444 4.75027 0.01 0.00 0.01
H -2.15276 5.36412 3.74436 0.00 -0.01 0.03
H -4.04218 4.04617 3.09573 0.01 -0.01 0.01
H -3.27806 3.31741 1.67540 0.03 -0.02 -0.05
H -4.78238 4.20352 1.49101 -0.01 0.02 -0.02
H 1.62028 8.13458 -0.87401 0.05 0.02 0.00
H 0.01803 7.46035 -0.65636 0.06 0.02 0.00
H 0.20453 9.17735 -1.06058 0.04 0.01 0.01
H -1.10239 9.18683 -3.05949 0.00 0.01 -0.03
H -2.24631 9.46506 -5.13256 -0.01 0.00 0.00
H -2.01705 8.28483 -6.42459 -0.03 -0.06 -0.03
H -0.97542 9.69919 -6.33289 -0.01 0.01 -0.01
H 0.24862 7.00292 -6.46791 0.00 -0.01 -0.02
H 2.09908 5.56722 -6.34117 0.00 0.00 -0.02
H 1.85868 4.54436 -4.92277 0.01 -0.03 0.02
H 3.20211 5.67922 -4.95573 0.01 0.00 -0.02
O -3.25962 -2.70089 3.52359 0.01 -0.02 0.06
S -3.16765 -1.52318 2.60852 -0.10 0.13 -0.06
C -4.65554 -0.55569 2.92298 0.05 -0.09 -0.02
C -5.70457 -1.14612 3.60634 -0.01 0.00 0.00
C -6.83635 -0.39523 3.88061 -0.02 -0.01 0.02
C -6.90212 0.93387 3.48264 0.01 -0.01 0.00
C -5.83555 1.51645 2.81318 -0.05 0.02 -0.02
C -4.69874 0.77185 2.53294 0.02 0.00 -0.04
C -3.64945 -2.13936 0.98386 0.00 -0.04 0.05
C -4.08720 -3.44763 0.88509 -0.06 -0.02 0.03
C -4.41881 -3.95515 -0.36351 0.01 -0.03 0.01
C -4.29105 -3.16004 -1.49376 0.00 0.03 0.01
C -3.83741 -1.85232 -1.37808 -0.01 -0.02 -0.02
C -3.51918 -1.33282 -0.13379 0.03 -0.05 0.09
H -5.60945 -2.17667 3.92137 0.00 -0.04 0.01
H -7.66685 -0.84552 4.40972 -0.01 0.00 0.01
H -7.78444 1.51997 3.70230 -0.03 0.02 0.01
H -5.88151 2.55486 2.51487 -0.02 -0.03 0.00
H -3.86008 1.21835 2.01136 0.03 0.00 -0.05
H -4.15778 -4.04827 1.78276 0.00 -0.01 0.01
H -4.76945 -4.97624 -0.45163 0.00 -0.01 -0.01
H -4.53765 -3.56125 -2.46791 0.00 -0.02 -0.04
H -3.70976 -1.23212 -2.25524 0.00 0.07 -0.03
H -3.15817 -0.31491 -0.05167 -0.07 -0.12 0.01
```
Forces are in eV/Å.

Computed properties:
* E: -9339.351510 a.u.
* LUMO energy: 2.18 eV
* total charge: -1